# 1
Entry from the Open Molecules 2025 dataset: one molecule with the formula C5H12N4 in a non-equilibrium geometry (wB97M-V/def2-TZVPD).

## Properties
structure (SMILES)	CC(C)N1NN=N[C@H]1C
maximum force	4.9	eV/A
relative energy (zero: lowest compared OMol25 entry of this formula, charge and spin)	337.5	kJ/mol
highest occupied orbital energy	-8.38	eV

```
21
C5H12N4 (wB97M-V/def2-TZVPD)
C 1.21 -1.80 0.06
C 0.47 -0.65 -0.65
C 1.24 0.71 -0.50
N -0.72 -0.45 0.13
N -1.52 -1.59 0.09
N -2.81 -1.29 -0.06
N -3.02 -0.09 -0.38
C -1.70 0.66 -0.27
C -1.71 1.62 0.85
H 1.34 -1.52 1.11
H 0.64 -2.69 -0.08
H 2.21 -2.02 -0.36
H 0.22 -0.89 -1.71
H 2.19 0.52 -0.09
H 0.66 1.35 0.15
H 1.20 1.28 -1.42
H -1.51 -2.30 0.83
H -1.49 1.11 -1.22
H -1.44 1.23 1.72
H -2.63 2.03 0.99
H -1.01 2.42 0.56
```

Results of the natural (NBO) charge analysis, in e, for atoms 1 through 2: atom 1 (C): -0.62, atom 2 (C): -0.04

# 2
Entry from the Open Molecules 2025 dataset: a 2-piece molecular cluster, C5H12N4 overall in a non-equilibrium geometry (wB97M-V/def2-TZVPD).

## Properties
maximum force	1.3	eV/A
relative energy (zero: lowest compared OMol25 entry of this formula, charge and spin)	363.7	kJ/mol
highest occupied orbital energy (spin up / spin down)	-6.80 / -6.80	eV

```
21
C5H12N4 (wB97M-V/def2-TZVPD)
C -1.38 -0.53 0.41
C 2.73 -0.37 1.51
N -0.38 -1.02 -0.36
N 1.35 -0.64 1.15
C 0.99 -0.77 -0.18
N -2.67 -0.74 0.19
C -2.31 2.59 -1.03
C 1.81 -0.65 -1.23
N -2.42 1.71 -0.16
H -0.63 -1.39 -1.27
H 0.87 -1.27 1.77
H -1.09 0.08 1.25
H -2.88 -1.38 -0.57
H -3.07 0.41 -0.07
H 2.79 -0.26 2.59
H 3.42 -1.17 1.20
H 3.05 0.56 1.04
H -1.33 3.05 -1.28
H -3.15 3.01 -1.60
H 1.42 -0.63 -2.24
H 2.88 -0.56 -1.12
```

Results of the natural (NBO) charge analysis, in e, for atoms 1 through 2: atom 1 (C): 0.39, atom 2 (C): -0.41

# 3
Entry from the Open Molecules 2025 dataset: a 2-piece molecular cluster, C5H12N4 overall in a non-equilibrium geometry (wB97M-V/def2-TZVPD).

## Properties
maximum force	2.7	eV/A
total charge	+2
relative energy (zero: lowest compared OMol25 entry of this formula, charge and spin)	349.8	kJ/mol
highest occupied orbital energy	-15.35	eV

```
21
C5H12N4 (wB97M-V/def2-TZVPD)
C -1.08 1.36 -8.49
C 0.30 -2.59 11.07
C 0.70 2.43 -6.42
C -0.43 -2.67 9.88
C 0.62 0.96 -6.84
N -2.08 -0.13 -10.20
N -2.07 -0.92 -10.97
N -2.12 0.79 -9.37
N -0.37 0.64 -7.78
H -1.12 2.45 -8.56
H -0.27 -2.67 11.99
H 1.16 -3.29 11.06
H 0.07 -2.65 8.92
H -0.20 2.74 -5.91
H 1.54 2.54 -5.74
H 0.87 3.07 -7.28
H -1.51 -2.75 9.86
H 0.92 -1.67 11.04
H 0.45 0.31 -5.98
H 1.57 0.64 -7.28
H -3.00 1.30 -9.29
```

Results of the natural (NBO) charge analysis, in e, for atoms 1 through 2: atom 1 (C): 0.21, atom 2 (C): -0.81

# 4
Entry from the Open Molecules 2025 dataset: an isolated ion of composition C5H12N4O2 and charge +2 in a non-equilibrium geometry (wB97M-V/def2-TZVPD).

## Properties
maximum force	5.4	eV/A
total charge	+2
relative energy (zero: lowest compared OMol25 entry of this formula, charge and spin)	378.6	kJ/mol
highest occupied orbital energy (spin up / spin down)	-17.50 / -17.51	eV

```
23
C5H12N4O2 (wB97M-V/def2-TZVPD)
C 0.57 -0.41 -0.71
C -1.79 2.74 0.77
C -0.36 -1.30 0.12
C -2.37 2.97 2.12
C 2.10 -2.29 -0.85
N 0.34 0.84 -1.23
N 1.70 -0.92 -1.09
N 2.55 -0.15 -1.73
N -0.50 1.78 -0.90
O -2.06 3.59 -0.16
O -0.95 1.75 0.45
H -1.34 -1.40 -0.45
H -0.43 -0.81 1.18
H 0.06 -2.23 0.25
H -1.69 3.45 2.87
H -3.23 3.71 2.04
H -2.78 2.14 2.60
H 2.41 -2.50 0.20
H 1.39 -3.07 -1.18
H 3.06 -2.36 -1.51
H 2.19 0.82 -1.89
H 3.36 -0.57 -2.30
H -1.58 3.70 -0.99
```

Results of the natural (NBO) charge analysis, in e, for atoms 1 through 2: atom 1 (C): 0.35, atom 2 (C): 0.92